Below is 8 unconnected molecules or ions with the total composition C45H83F3N2O31PS at a distorted geometry, with properties calculated with wB97M-V/def2-TZVPD.

Total charge: +1
Largest force on an atom, Eh/bohr: 0.0544
Spin multiplicity: 1

XYZ file:
```
166
Properties=species:S:1:pos:R:3:forces:R:3:lowdin_charge:R:1
C -0.5162 2.6573 3.2190 -0.309 0.314 0.183 -0.062
O -0.0218 2.5324 1.8985 0.241 -0.382 0.273 -0.126
C -1.0091 2.1926 0.9866 0.198 0.476 -0.315 -0.128
C -1.3168 0.7225 0.9977 0.198 -0.037 0.260 -0.082
N -2.4818 0.1941 1.0927 -0.413 -0.370 -0.178 0.077
C -3.8223 0.8185 1.2113 0.252 0.459 0.257 -0.049
C -4.0036 1.8556 2.3374 -0.556 -0.090 -0.577 -0.103
C -4.8865 3.0419 1.8928 0.192 -0.102 -0.188 -0.067
C -4.0759 4.2933 1.6520 -0.582 0.266 0.429 -0.519
O -3.9124 5.0835 2.5296 0.426 0.092 0.123 0.141
O -3.5298 4.5120 0.4337 0.025 -0.231 -0.280 0.112
C -2.5105 -1.2875 1.0849 0.482 -0.550 0.870 -0.178
C -3.3852 -1.9484 0.0248 -0.818 0.435 0.325 -0.123
C -4.5085 -2.7844 0.6677 -0.002 0.092 -0.248 -0.141
C -5.8299 -2.7141 -0.1274 0.645 -0.400 0.425 -0.071
C -6.8843 -2.0021 0.6608 -0.514 0.209 0.054 -0.533
O -6.9848 -2.0287 1.8547 0.262 0.205 0.325 0.120
O -7.7408 -1.2973 -0.1098 0.555 0.368 -0.440 0.110
C -1.0310 -1.6597 1.2430 0.372 0.249 -0.128 -0.200
C -0.5635 -3.0208 0.7245 0.588 -0.285 -0.173 -0.123
C -0.1584 -3.9298 1.8598 -0.556 0.031 -0.459 -0.204
N -1.0805 -4.6039 2.3945 0.427 -0.132 0.583 0.133
C -0.2545 -0.3560 0.8413 -0.748 -0.973 0.109 -0.280
P 1.2710 -0.2817 1.8920 1.433 1.742 -0.461 0.439
O 2.1824 0.7625 1.4566 0.186 0.176 -0.225 -0.198
O 0.7429 -0.1404 3.3773 -0.372 -0.627 -0.215 -0.080
O 1.9699 -1.6952 1.8159 -0.464 -0.474 0.196 -0.079
S 0.3921 -0.2895 -0.8817 2.570 1.078 -0.263 0.781
O 1.5194 -1.1635 -1.0114 -1.133 -1.216 0.769 -0.260
O 0.7216 1.0521 -1.2211 -1.232 0.801 0.119 -0.214
C -0.9447 -0.7416 -2.1144 0.675 -0.064 -0.445 -0.636
F -2.0847 -0.1139 -1.8121 0.099 -0.294 0.017 0.158
F -1.0937 -2.0566 -2.1881 -0.360 0.312 0.084 0.173
F -0.4855 -0.2823 -3.2666 -0.304 -0.209 0.334 0.188
H -1.0924 3.5766 3.3207 -0.160 0.133 -0.005 0.106
H -1.1391 1.8119 3.5052 -0.077 -0.180 -0.033 0.053
H 0.3036 2.6977 3.9204 0.390 0.024 -0.087 0.107
H -1.8890 2.8143 1.1071 -0.348 -0.059 -0.012 0.115
H -0.5997 2.4102 0.0012 0.018 -0.053 -0.201 0.147
H -4.5112 0.0121 1.4171 -0.022 -0.360 -0.061 0.126
H -4.0988 1.1919 0.2327 0.145 0.293 -0.239 0.139
H -4.5358 1.3606 3.1373 0.091 -0.181 0.326 0.123
H -3.0665 2.2055 2.7336 0.249 0.096 0.174 0.087
H -5.4896 2.7969 1.0211 -0.079 -0.180 -0.152 0.124
H -5.5708 3.2803 2.6933 -0.172 0.176 0.192 0.125
H -3.9110 3.9301 -0.2367 0.006 0.032 0.054 0.119
H -2.9319 -1.5106 2.0602 -0.426 -0.150 0.081 0.159
H -2.8143 -2.5481 -0.6680 0.160 -0.007 -0.137 0.102
H -3.8792 -1.1751 -0.5565 0.130 0.184 -0.209 0.105
H -4.1758 -3.8097 0.7713 0.032 -0.219 0.097 0.118
H -4.7245 -2.4209 1.6670 0.064 -0.046 0.229 0.102
H -5.6743 -2.2146 -1.0737 -0.220 -0.140 -0.357 0.118
H -6.1698 -3.7335 -0.2734 -0.288 -0.085 -0.378 0.137
H -8.0854 -0.5683 0.4236 -0.514 -0.320 0.188 0.127
H -0.8753 -1.7172 2.3192 -0.062 0.176 0.166 0.117
H 0.2668 -2.9608 0.0271 0.040 0.251 -0.120 0.103
H -1.3569 -3.5544 0.2215 -0.292 0.030 -0.154 0.110
H 0.8825 -3.9957 2.1516 0.243 0.089 0.012 0.116
H -0.6581 -5.1797 3.1264 -0.338 -0.091 0.091 0.072
H 1.5320 -0.1518 3.9456 -0.204 0.089 0.255 0.126
H 2.7811 -1.5651 1.2971 -0.020 -0.191 -0.111 0.119
C -0.9698 -0.8348 6.4661 -0.143 -0.056 0.160 -0.041
C -1.8097 -0.3639 5.2980 0.309 -0.072 0.044 -0.232
O -3.2009 -0.6486 5.4831 0.008 -0.044 -0.210 0.029
C -3.8375 0.1654 6.3362 -0.209 0.048 0.044 -0.615
O -3.3473 1.1036 6.9057 0.074 0.031 -0.035 0.135
O -5.1007 -0.2335 6.4193 0.062 -0.015 -0.043 0.011
C -5.8969 0.5062 7.3561 -0.228 0.070 0.123 -0.017
H -1.1462 -1.8937 6.6569 0.062 -0.029 -0.088 0.091
H 0.0906 -0.6850 6.2614 0.000 -0.007 -0.022 0.073
H -1.2225 -0.2908 7.3738 0.023 0.096 -0.039 0.084
H -1.5216 -0.9053 4.3969 -0.162 -0.070 -0.038 0.094
H -1.6675 0.6991 5.1069 -0.105 0.040 0.175 0.101
H -5.8496 1.5729 7.1511 0.097 0.019 0.004 0.090
H -5.5648 0.3032 8.3720 0.071 0.064 -0.007 0.104
H -6.9180 0.1593 7.2346 0.046 -0.106 -0.091 0.097
C 2.7423 -1.3340 -3.6901 0.097 -0.027 -0.560 -0.058
C 4.0486 -1.2161 -2.9368 -0.292 0.042 0.220 -0.205
O 5.1821 -1.4657 -3.7780 0.085 0.014 0.059 0.024
C 5.5021 -0.4696 -4.6114 -0.011 -0.061 -0.154 -0.600
O 4.9353 0.5867 -4.6958 -0.014 0.061 0.060 0.134
O 6.5454 -0.8581 -5.3439 -0.123 0.123 0.085 -0.014
C 6.9311 0.0764 -6.3581 0.219 0.096 -0.257 -0.017
H 2.6699 -2.3040 -4.1870 0.012 -0.046 0.109 0.092
H 1.9191 -1.2259 -2.9953 0.142 -0.076 -0.314 0.021
H 2.6632 -0.5705 -4.4633 0.029 0.074 0.080 0.086
H 4.0954 -1.9749 -2.1566 0.163 -0.070 -0.068 0.120
H 4.1471 -0.2421 -2.4572 0.035 0.065 -0.124 0.129
H 7.1103 1.0609 -5.9334 -0.105 0.013 0.036 0.098
H 6.1641 0.1300 -7.1283 -0.064 0.084 0.062 0.103
H 7.8495 -0.2971 -6.8013 -0.007 -0.165 0.124 0.093
C -5.9661 6.6965 5.8150 -0.210 0.015 -0.154 -0.057
C -6.0299 5.5103 6.7518 0.470 0.187 -0.059 -0.206
O -7.3814 5.1243 7.0476 -0.056 -0.063 -0.040 0.045
C -8.0059 4.4495 6.0888 0.025 0.029 0.142 -0.616
O -7.5336 4.1045 5.0316 0.021 -0.071 -0.046 0.098
O -9.2464 4.2000 6.5008 -0.027 -0.020 -0.039 0.012
C -10.0736 3.5375 5.5420 -0.176 -0.076 -0.035 -0.037
H -6.5322 7.5374 6.2163 0.076 0.006 0.096 0.086
H -4.9311 7.0070 5.6715 0.010 0.004 0.029 0.082
H -6.3884 6.4513 4.8414 0.063 -0.065 -0.025 0.072
H -5.5829 5.7701 7.7088 -0.189 -0.062 0.111 0.125
H -5.4840 4.6536 6.3552 -0.091 -0.023 -0.085 0.116
H -9.6057 2.6213 5.1887 0.072 0.035 -0.046 0.091
H -10.2838 4.2004 4.7043 0.073 -0.033 -0.048 0.099
H -11.0019 3.2950 6.0496 0.037 0.072 0.106 0.096
C 11.5778 -5.4087 -6.3285 -0.092 -0.003 0.228 -0.065
C 10.5169 -4.9965 -7.3273 0.453 -0.007 -0.105 -0.209
O 9.1947 -5.2338 -6.8227 -0.070 0.001 -0.092 0.040
C 8.7708 -4.3626 -5.9088 0.004 -0.067 0.003 -0.611
O 9.3793 -3.4042 -5.5060 -0.001 0.065 -0.022 0.118
O 7.5574 -4.7376 -5.5086 -0.029 0.018 0.024 0.015
C 7.0247 -3.9418 -4.4435 -0.164 -0.026 0.255 -0.034
H 11.4348 -6.4483 -6.0312 0.047 -0.038 -0.105 0.082
H 12.5711 -5.2990 -6.7633 -0.008 -0.020 -0.040 0.081
H 11.5275 -4.7995 -5.4277 0.018 0.081 -0.049 0.073
H 10.6052 -5.6025 -8.2265 -0.237 -0.057 0.007 0.122
H 10.6239 -3.9522 -7.6205 -0.085 0.048 0.126 0.117
H 7.0238 -2.8869 -4.6855 0.186 -0.079 -0.075 0.061
H 7.5913 -4.1185 -3.5291 0.065 0.054 -0.027 0.103
H 5.9984 -4.2640 -4.2900 0.019 -0.147 -0.138 0.093
C -3.0018 -11.2466 -0.4549 0.165 0.082 0.210 -0.064
C -4.2038 -10.3312 -0.3681 0.020 -0.252 -0.355 -0.206
O -4.2836 -9.6654 0.9041 -0.049 0.006 0.033 0.043
C -3.4410 -8.6558 1.0811 -0.090 -0.034 -0.019 -0.614
O -2.6499 -8.2317 0.2764 0.018 0.040 -0.018 0.115
O -3.6270 -8.1700 2.3107 0.042 -0.011 0.071 0.010
C -2.7212 -7.1234 2.6612 -0.081 -0.011 0.160 -0.072
H -3.0050 -11.9564 0.3729 -0.080 -0.064 -0.054 0.084
H -3.0154 -11.7994 -1.3935 -0.046 -0.010 -0.004 0.082
H -2.0720 -10.6826 -0.4018 -0.019 0.052 -0.077 0.074
H -5.1203 -10.9118 -0.4455 -0.069 0.071 0.172 0.123
H -4.2092 -9.5955 -1.1720 0.098 0.097 0.082 0.122
H -2.7381 -6.3285 1.9266 0.043 -0.023 -0.113 0.056
H -1.7118 -7.5233 2.7629 0.026 0.032 -0.113 0.096
H -3.0480 -6.7298 3.6204 -0.117 -0.112 0.004 0.095
C 11.5976 -0.3375 -8.3656 0.008 -0.109 -0.230 -0.066
C 11.3507 1.1550 -8.2914 -0.033 -0.299 0.362 -0.210
O 11.7019 1.8099 -9.5180 0.029 0.088 0.028 0.040
C 10.8324 1.6578 -10.5150 0.036 0.074 0.014 -0.614
O 9.7901 1.0569 -10.4643 -0.041 -0.020 0.001 0.118
O 11.3111 2.2968 -11.5814 0.008 -0.011 -0.018 0.008
C 10.5130 2.1583 -12.7594 -0.034 0.061 -0.193 -0.038
H 12.6303 -0.5342 -8.6566 0.041 0.030 0.112 0.083
H 11.4070 -0.8087 -7.4008 0.011 0.047 0.028 0.078
H 10.9553 -0.8061 -9.1100 -0.089 0.037 0.042 0.072
H 11.9875 1.5946 -7.5267 0.085 0.162 -0.153 0.123
H 10.3168 1.3812 -8.0304 -0.045 -0.014 -0.153 0.118
H 9.4837 2.4541 -12.5710 -0.022 -0.074 0.060 0.095
H 10.5485 1.1316 -13.1197 -0.081 -0.025 0.051 0.099
H 10.9469 2.8167 -13.5058 0.105 0.025 0.082 0.093
C -2.0848 7.4484 1.7690 0.363 0.262 0.136 -0.068
C -3.2426 8.2257 2.3563 -0.137 -0.210 -0.332 -0.207
O -2.8773 8.9078 3.5657 -0.033 -0.038 0.058 0.036
C -2.1506 10.0135 3.4038 -0.053 0.010 0.054 -0.613
O -1.8048 10.4892 2.3547 0.023 0.007 -0.039 0.126
O -1.8791 10.5085 4.6114 0.019 -0.011 0.018 0.005
C -1.0385 11.6660 4.5971 0.080 0.161 0.108 -0.037
H -1.6721 6.7639 2.5113 -0.108 -0.080 -0.009 0.076
H -2.4087 6.8763 0.9040 -0.077 -0.044 -0.026 0.063
H -1.2845 8.1196 1.4586 -0.058 0.051 -0.049 0.078
H -4.0388 7.5436 2.6396 0.001 0.033 0.191 0.100
H -3.6532 8.9363 1.6386 0.138 0.119 0.036 0.127
H -1.4496 12.4394 3.9531 0.013 -0.048 -0.085 0.096
H -0.0355 11.3988 4.2689 -0.022 0.020 -0.096 0.098
H -0.9977 12.0313 5.6188 -0.068 -0.109 0.043 0.093
```
Positions in Å, forces in eV/Å.

---

Below is 2 unconnected molecules or ions with the total composition C5H10NOP at a distorted geometry, with properties calculated with wB97M-V/def2-TZVPD.

Largest force on an atom, Eh/bohr: 0.0263
Spin multiplicity: 1
Structure (SMILES): CCCN=C=O.C=P
Energy above the lowest of the compared OMol25 structures with the same formula, charge and spin, kJ/mol: 141.77

XYZ file:
```
18
Properties=species:S:1:pos:R:3:forces:R:3:nbo_charge:R:1
C -1.9614 -0.1327 0.8300 0.189 -0.042 -0.069 -0.606
C -0.5647 -0.4236 0.3014 -0.121 0.092 -0.172 -0.408
C -0.6075 -0.6355 -1.2139 -0.448 0.159 0.443 -0.208
N 0.6768 -0.7380 -1.7994 0.146 -0.043 -0.256 -0.534
C 1.7905 -1.1245 -1.6694 -0.608 0.372 -0.402 0.852
O 2.9132 -1.4167 -1.7248 1.247 -0.444 0.281 -0.541
H -2.3504 0.7799 0.3812 -0.089 0.066 0.014 0.205
H -2.6388 -0.9482 0.5863 -0.147 -0.064 0.031 0.202
H -1.9470 -0.0058 1.9079 -0.072 0.019 0.129 0.216
H -0.1533 -1.3141 0.7836 0.056 0.005 -0.040 0.199
H 0.1029 0.4141 0.5223 -0.054 -0.154 -0.035 0.215
H -1.1767 -1.5408 -1.4532 -0.072 0.167 -0.003 0.200
H -1.0971 0.2206 -1.6911 -0.128 -0.185 0.108 0.203
C 2.6970 1.5012 0.5432 -0.169 0.393 -0.458 -0.793
P 1.9937 2.5724 -0.5172 0.075 -0.057 0.525 0.423
H 2.5845 1.6450 1.6055 -0.045 0.050 0.207 0.211
H 3.2841 0.6510 0.2398 0.124 -0.184 -0.055 0.221
H 2.4210 1.9638 -1.7107 0.114 -0.151 -0.248 -0.056
```
Positions in Å, forces in eV/Å.

---

| no. | HOMO energy (eV) | LUMO energy (eV) | gap between HOMO and LUMO (eV) |
| --- | --- | --- | --- |
| 1 | -11.706 | -4.47 | 7.237 |
| 2 | -9.796 | 0.09 | 9.884 |